<w>
Below is a cluster of 2 separate species, C5H7N in total, with properties calculated with the ωB97M-V functional and the def2-TZVPD basis.

Last column: Löwdin charge in e.
Positions of all 13 atoms, in Å:
C  -0.07451  -1.90906  -0.06025  -0.008
C  -0.89683  -0.92624  -0.34826  -0.190
C  -1.76167  -0.25252  -1.09062  0.011
H  0.28713  -2.73738  -0.56621  0.041
H  0.22247  -1.92897  0.97662  0.045
H  -2.84251  -0.37793  -1.08113  0.061
H  -1.36253  0.50968  -1.74586  0.051
C  0.98892  1.29126  1.13264  -0.078
C  1.23021  1.17506  -0.32595  -0.309
N  1.52480  1.24097  -1.43246  0.138
H  1.77562  1.85868  1.74691  0.110
H  0.98918  0.33946  1.53586  0.015
H  -0.08028  1.71699  1.25870  0.115

Computed properties:
Kohn-Sham gap, eV: 10.6
SMILES: C=C=C.CC#N
Spin multiplicity: 1

<x>
Below is an isolated molecule of C5H7N, with properties calculated with the ωB97M-V functional and the def2-TZVPD basis.

Last column: Löwdin charge in e.
Positions of all 13 atoms, in Å:
C  1.06763  -0.15167  -0.56057  -0.082
C  0.38479  0.99903  -0.60376  -0.079
C  -1.04194  1.11969  -0.00627  -0.238
N  -1.48278  -0.26918  -0.03287  0.014
C  -0.67469  -0.82400  0.79316  -0.208
C  0.51505  -1.43377  0.13603  -0.150
H  2.05468  -0.23694  -1.02314  0.103
H  0.80996  1.87560  -1.09356  0.099
H  -0.95875  1.58407  0.99634  0.112
H  -1.68547  1.71302  -0.65048  0.100
H  -0.50744  -0.38955  1.80130  0.115
H  1.25264  -1.79940  0.85615  0.102
H  0.26632  -2.18690  -0.61234  0.113

Computed properties:
Kohn-Sham gap, eV: 8.9
SMILES: C1=CCN=CC1
Spin multiplicity: 1

<y>
Below is a structure of composition C5H7N, with properties calculated with the ωB97M-V functional and the def2-TZVPD basis.

Last column: Löwdin charge in e.
Positions of all 13 atoms, in Å:
C  2.03726  0.09595  -0.16287  -0.051
C  0.47040  -0.46605  -0.05855  -0.532
C  0.25371  0.85972  -0.08472  0.078
C  -2.96673  0.99401  0.13756  -0.002
C  -2.61797  -0.15660  0.07400  -0.016
N  0.11398  -1.67386  -0.14247  0.108
H  2.52492  -0.51488  0.60274  0.093
H  2.35597  -0.16630  -1.17095  0.091
H  2.30919  1.13989  0.01133  0.078
H  0.23823  1.37329  0.87920  0.070
H  -3.28864  2.01129  0.18136  0.018
H  -2.23613  -1.15756  0.00537  0.009
H  0.89496  -2.32103  -0.21136  0.057

Computed properties:
Kohn-Sham gap, eV: 9.6
Spin multiplicity: 1

<z>
Below is a structure of composition C5H7N, with properties calculated with the ωB97M-V functional and the def2-TZVPD basis.

Last column: Löwdin charge in e.
Positions of all 13 atoms, in Å:
N  -0.42644  2.81872  -0.51341  0.144
C  -0.42182  1.67719  -0.70779  -0.213
C  -0.42877  0.21577  -0.90192  -0.404
C  0.89278  -0.40063  -0.40783  -0.197
C  0.52333  -0.58826  1.05832  -0.084
C  -1.38763  -0.56000  0.01720  0.081
H  -0.64282  0.00973  -1.95729  0.135
H  1.01912  -1.37748  -0.88371  0.120
H  1.78168  0.20863  -0.58508  0.117
H  1.08572  -1.34026  1.61997  0.102
H  0.46088  0.34177  1.62487  0.101
H  -1.92149  0.14215  0.67941  0.049
H  -0.53454  -1.14734  0.95725  0.049

Computed properties:
Kohn-Sham gap, eV: 9.0
Spin multiplicity: 1

Q: Which of them is the least stable? A: <y>.

<w>
Below is an isolated molecule of C5H7N, with properties calculated with the ωB97M-V functional and the def2-TZVPD basis.

Last column: Löwdin charge in e.
Positions of all 13 atoms, in Å:
C  0.87136  -0.56740  0.59514  0.082
C  2.29491  -0.45139  0.72472  -0.353
C  -0.19981  -0.18795  -0.06905  -0.338
C  -1.53395  -0.90868  -0.03748  -0.073
C  -0.21073  1.19821  -0.58743  -0.074
N  2.54980  0.64363  0.20815  0.187
H  2.82875  -1.12297  1.45932  0.111
H  -1.60918  -1.75682  -0.74658  0.073
H  -2.40716  -0.28158  -0.42948  0.092
H  -1.82224  -1.38359  0.96894  0.102
H  -0.05128  1.45407  -1.60988  0.087
H  0.47406  1.78429  -0.10762  0.031
H  -1.18453  1.58020  -0.36875  0.072

Computed properties:
Kohn-Sham gap (spin up / spin down), eV: 9.2 / 8.4
Spin multiplicity: 1

<x>
Below is a structure of composition C5H7N, with properties calculated with the ωB97M-V functional and the def2-TZVPD basis.

Last column: Löwdin charge in e.
Positions of all 13 atoms, in Å:
C  -1.92715  0.37772  -0.22861  -0.009
C  0.19786  -0.95041  0.71153  -0.182
C  0.39850  -0.27859  -0.62247  -0.254
C  1.71221  0.11956  0.08937  -0.174
N  1.11459  -0.34961  1.37629  0.072
C  -0.66897  0.77515  -0.39256  -0.159
H  -2.21257  -0.62717  -0.53760  0.069
H  -2.67446  0.96457  0.28808  0.060
H  -0.59566  -1.60461  1.07241  0.117
H  0.37862  -0.78661  -1.59369  0.136
H  2.05049  1.15765  0.01595  0.104
H  2.54657  -0.55290  -0.11691  0.106
H  -0.32002  1.75524  -0.06179  0.115

Computed properties:
Kohn-Sham gap, eV: 10.5
Spin multiplicity: 1

<y>
Below is an isolated molecule of C5H7N, with properties calculated with the ωB97M-V functional and the def2-TZVPD basis.

Last column: Löwdin charge in e.
Positions of all 13 atoms, in Å:
C  -1.05103  1.37321  -2.29581  0.105
C  -1.09390  0.37796  -1.62072  -0.132
C  -1.13254  -0.78707  -0.72166  -0.260
N  -0.62522  -0.29841  0.54771  0.015
C  0.57434  -0.59495  0.82004  -0.239
C  1.33957  0.26558  1.77054  -0.077
H  -1.05012  2.24709  -2.90879  0.022
H  -2.16713  -1.12537  -0.62054  0.112
H  -0.52702  -1.60489  -1.14846  0.110
H  1.12557  -1.36980  0.25954  0.118
H  0.71652  1.13540  1.98925  0.076
H  1.65620  -0.22097  2.69561  0.071
H  2.23478  0.60223  1.23329  0.077

Computed properties:
Kohn-Sham gap, eV: 11.0
SMILES: C#CC/N=C/C
Spin multiplicity: 1

Q: Which of them is the least stable? A: <w>.

<w>
Below is an isolated molecule of C3H9N2OP, with properties calculated with the ωB97M-V functional and the def2-TZVPD basis.

Last column: Löwdin charge in e.
Positions of all 16 atoms, in Å:
C  1.89951  0.33292  -0.28895  -0.349
C  -1.87484  0.53863  -0.71665  -0.149
C  -0.63903  0.87453  1.24591  0.055
N  3.16915  0.08816  0.19640  0.054
N  -1.15555  -0.00850  0.36685  -0.375
O  1.09035  -0.57112  -0.65134  -0.404
P  -0.38511  -1.64432  0.04467  0.813
H  -2.94420  0.67094  -0.43886  0.111
H  -1.48625  1.48434  -0.99595  0.075
H  -1.76768  -0.01203  -1.60533  0.058
H  -1.20826  1.86790  1.19946  0.118
H  0.00025  0.59840  2.01688  0.045
H  3.89968  0.75431  0.31997  0.061
H  3.52532  -0.85341  0.33047  0.079
H  -0.48973  -1.89874  -1.32403  -0.060
H  -1.63361  -2.22202  0.30051  -0.132

Computed properties:
Kohn-Sham gap (spin up / spin down), eV: 6.5 / 6.2
Spin multiplicity: 1

<x>
Below is a cluster of 2 separate species, C3H9N2OP in total, with properties calculated with the ωB97M-V functional and the def2-TZVPD basis.

Last column: Löwdin charge in e.
Positions of all 16 atoms, in Å:
C  3.27186  -0.05257  0.06326  0.023
C  1.91334  -0.04127  0.30108  -0.294
C  0.87300  0.59615  -0.34643  -0.294
N  -2.73319  -1.79982  0.06889  -0.063
N  -1.43559  1.71677  -0.53536  -0.198
O  -0.94183  0.08321  1.51575  -0.257
P  -0.73881  0.13776  -0.07684  0.747
H  3.85711  -0.63294  0.79419  0.058
H  3.69677  0.60289  -0.72522  0.065
H  1.72069  -0.74605  1.02416  0.057
H  1.09093  1.14769  -1.26299  0.078
H  -2.24094  -2.78297  -0.20082  0.021
H  -3.32408  -1.57592  -0.72459  -0.078
H  -1.06674  2.07999  -1.48192  0.061
H  -2.45949  1.84402  -0.35157  0.038
H  -1.48303  -0.57692  1.93842  0.037

Computed properties:
Kohn-Sham gap (spin up / spin down), eV: 7.1 / 7.1
Spin multiplicity: 1

Q: Which of them is the least stable? A: <w>.

<w>
Below is a structure of composition C3H3BrO2, with properties calculated with the ωB97M-V functional and the def2-TZVPD basis.

Last column: Löwdin charge in e.
Positions of all 9 atoms, in Å:
C  -0.85618  1.76697  -0.08929  0.138
C  -0.06525  0.89051  -0.22888  -0.141
C  0.89865  -0.21071  -0.40636  -0.841
O  0.82864  -0.80927  -1.61609  -0.018
O  0.45702  -1.39797  0.86869  -0.228
Br  2.71747  0.20881  0.10858  0.760
H  -1.55868  2.63561  0.02067  0.076
H  1.40165  -1.59612  -1.79400  0.145
H  0.50137  -0.73986  1.72290  0.110

Computed properties:
Kohn-Sham gap, eV: 10.9
Spin multiplicity: 1

<x>
Below is a cluster of 2 separate species, C3H3BrO2 in total, with properties calculated with the ωB97M-V functional and the def2-TZVPD basis.

Last column: Löwdin charge in e.
Positions of all 9 atoms, in Å:
C  -2.24745  1.01122  -0.75048  -0.182
C  -1.48416  0.09225  -0.81356  -0.172
C  1.01268  -0.72208  0.21254  -0.805
O  1.13870  -1.57714  1.22925  0.080
O  1.05479  0.58874  0.62305  0.002
Br  1.90051  -1.12723  -1.38032  0.888
H  -3.06311  1.61954  -0.96340  -0.048
H  0.89002  -0.99391  1.97937  0.156
H  0.79803  1.10860  -0.13644  0.081

Computed properties:
Kohn-Sham gap (spin up / spin down), eV: 7.0 / 6.9
Spin multiplicity: 1

Q: Which of them is the least stable? A: <x>.

<w>
Below is a cluster of 2 separate species, C3H10NS in total, with properties calculated with the ωB97M-V functional and the def2-TZVPD basis.

Last column: Löwdin charge in e.
Positions of all 15 atoms, in Å:
C  -0.27555  -0.64719  -1.32135  -0.157
C  -0.18931  -1.10998  1.07910  -0.144
C  0.74917  1.76188  0.18450  0.337
N  -0.50271  -0.20634  0.00517  -0.603
S  -2.11273  0.44624  0.18724  0.920
H  -0.63985  0.02801  -2.03705  0.077
H  0.74164  -0.88442  -1.45071  0.092
H  -0.75568  -1.64816  -1.50882  0.132
H  0.79646  -1.69510  1.09189  0.142
H  -0.42726  -0.68582  1.98540  0.050
H  -0.90545  -1.95788  1.18309  0.111
H  0.77788  1.87639  -0.92455  0.093
H  -0.10476  2.11458  0.67579  0.005
H  1.58774  1.62642  0.80171  0.054
H  -2.52356  -0.40909  -0.69901  -0.108

Computed properties:
Kohn-Sham gap, eV: 7.9
Spin multiplicity: 1
Charge: +1

<x>
Below is the ion C3H10NS with charge +1, with properties calculated with the ωB97M-V functional and the def2-TZVPD basis.

Last column: Löwdin charge in e.
Positions of all 15 atoms, in Å:
C  1.26075  1.07174  -0.16762  -0.009
N  0.20832  0.11774  -0.33031  -0.282
C  0.46967  -1.34247  -0.17702  -0.057
C  -0.85780  0.27684  0.66686  -0.464
S  -2.49743  -0.44182  0.05690  0.790
H  1.71227  1.10841  0.82499  0.123
H  2.06901  0.77823  -0.78008  0.101
H  0.86572  2.11535  -0.30238  0.141
H  -0.32044  0.22844  -1.25263  0.201
H  0.86055  -1.57354  0.86248  0.133
H  -0.53744  -1.81653  -0.44453  0.079
H  1.04538  -1.88099  -0.92498  0.107
H  -0.99757  1.25961  1.02210  0.075
H  -0.53681  -0.60237  1.56522  0.178
H  -2.74418  0.70136  -0.61901  -0.114

Computed properties:
Kohn-Sham gap, eV: 10.8
SMILES: C[NH+](C)CS
Spin multiplicity: 1
Charge: +1

Q: Which of them is the least stable? A: <w>.